Record 1
120
Properties=species:S:1:pos:R:3:forces:R:3 method="wB97M-V/def2-TZVPD" charge=+1 homo_ha=-0.38101 energy_ev=-257898.6365
C 5.8203 0.3298 0.8295 0.2 0.1 0.0
O 4.7928 1.2632 0.5410 -0.2 -0.2 0.1
C 3.5127 0.7144 0.7671 0.0 0.1 0.0
C 2.4218 1.6146 0.2002 0.2 -0.2 0.0
C 1.1529 1.5601 1.0610 0.1 0.6 -0.6
C -0.1108 2.0100 0.2913 0.6 -0.3 -0.2
C -1.2216 0.9733 0.3058 -0.5 0.3 0.1
C -1.7381 0.6392 1.7106 -0.3 0.5 -0.4
C -3.0432 -0.1768 1.6898 0.2 -0.3 0.4
C -2.8707 -1.6833 1.9766 0.1 0.0 0.5
C -1.4830 -2.1958 1.5965 -0.5 0.4 -0.2
N -1.4425 -3.6528 1.4994 0.1 0.0 0.3
C -0.3060 -4.3106 1.3432 -0.1 0.2 0.3
N -0.2790 -5.6546 1.2415 -0.5 0.5 -1.4
C 0.6960 -6.3144 0.3364 0.5 -0.2 0.3
C 0.0549 -7.0899 -0.8012 -0.3 -0.1 -0.2
Br 0.9611 -8.7246 -1.0841 0.1 0.1 0.0
C -0.9763 -6.7313 -1.5755 0.2 0.1 0.4
C -1.7688 -5.4556 -1.4183 -0.2 -0.3 0.2
Br -1.5647 -7.8141 -2.9905 0.0 0.0 0.0
C 1.8260 -5.3261 -0.0872 0.3 0.5 0.2
P 1.5374 -4.6235 -1.8337 -0.3 -0.4 -0.2
O 1.1526 -3.0559 -1.5269 -0.1 -0.1 0.1
I 3.7789 -4.6124 -2.8041 0.0 0.1 0.1
C 2.0722 -4.3425 1.0688 1.3 0.1 0.8
P 3.4581 -3.0957 0.6275 -0.4 0.7 -1.2
C 4.9968 -4.0548 0.5887 0.2 -0.3 0.8
O 3.6713 -2.1981 1.9967 -0.3 -0.6 0.1
P 2.3834 -5.3148 2.6913 -1.5 -1.5 0.1
O 2.5053 -4.0593 3.7392 0.7 0.0 -0.3
O 3.8329 -6.0371 2.4951 0.2 0.7 0.3
N 0.8407 -3.5717 1.3177 0.3 -0.9 0.4
H 5.4841 -0.4296 1.5409 0.1 0.1 0.0
H 6.6674 0.8602 1.2616 0.0 0.1 0.0
H 6.1640 -0.1622 -0.0853 -0.1 -0.1 0.0
H 3.4623 -0.2898 0.3159 -0.1 0.2 -0.2
H 3.3517 0.5948 1.8536 0.1 0.1 0.1
H 2.8163 2.6297 0.1579 -0.1 0.1 0.0
H 2.2111 1.3107 -0.8278 0.0 0.0 0.0
H 1.0455 0.5350 1.4284 -0.2 0.1 0.2
H 1.3147 2.2556 1.8851 0.0 -0.4 0.4
H -0.4602 2.9773 0.6545 -0.2 -0.1 0.2
H 0.1858 2.1889 -0.7453 -0.1 0.0 0.0
H -0.9375 0.0826 -0.2644 0.2 0.0 0.1
H -2.0815 1.3991 -0.2219 0.0 -0.1 -0.1
H -1.9646 1.6072 2.1644 0.1 0.0 0.1
H -0.9680 0.1912 2.3391 0.0 0.0 0.0
H -3.5674 -0.0270 0.7453 0.1 0.0 -0.1
H -3.6943 0.2203 2.4678 -0.2 0.0 -0.1
H -3.6636 -2.2717 1.5079 0.0 0.1 -0.2
H -2.9855 -1.8313 3.0535 -0.1 -0.1 0.0
H -0.7823 -1.8440 2.3504 0.1 -0.2 0.0
H -1.1867 -1.7610 0.6411 0.2 -0.2 0.0
H -2.3187 -4.1507 1.5431 0.0 -0.1 0.0
H -1.2052 -6.0492 1.1362 0.1 -0.2 0.2
H 1.2081 -7.0672 0.9354 -0.2 0.0 0.2
H -1.1443 -4.5633 -1.3850 0.0 0.0 -0.1
H -2.4968 -5.3792 -2.2197 0.1 0.2 -0.1
H -2.3545 -5.4847 -0.4977 -0.1 0.0 0.0
H 2.7419 -5.9148 -0.1730 -0.1 -0.2 -0.2
H 0.5360 -2.7784 -2.2187 0.1 0.1 0.0
H 5.7792 -3.4225 0.1714 -0.1 0.1 -0.2
H 5.3230 -4.3516 1.5833 0.1 0.1 0.0
H 4.9117 -4.9581 -0.0084 0.0 0.0 -0.1
H 3.2256 -1.3545 1.8492 0.2 0.1 0.1
H 2.4793 -4.4238 4.6341 -0.2 0.2 0.0
H 4.5178 -5.6790 3.0789 0.2 -0.1 -0.2
H 0.9468 -3.0540 2.1899 -0.2 0.5 -0.3
O 7.5377 4.8156 -3.1580 0.0 1.3 1.1
P 6.1307 5.0275 -3.5068 -0.8 -2.2 -2.7
O 5.1574 3.9092 -2.9343 -0.1 0.4 0.4
C 5.0734 3.6950 -1.5152 -0.1 0.1 0.2
C 4.3413 4.8144 -0.7989 0.0 0.1 -0.1
O 5.9310 4.7322 -5.0726 0.0 0.3 0.1
C 7.0336 4.3809 -5.9105 0.2 -0.1 -0.2
C 7.1944 2.8781 -6.0099 -0.2 -0.1 0.0
O 5.2402 6.3333 -3.4273 0.8 0.5 1.1
C 5.8770 7.6241 -3.2725 0.2 0.2 0.0
C 6.7669 7.9674 -4.4481 0.0 -0.2 -0.1
H 6.0763 3.5639 -1.1026 0.0 0.0 -0.1
H 4.5390 2.7599 -1.3837 0.1 -0.1 -0.1
H 4.9133 5.7431 -0.8152 0.0 0.0 0.0
H 4.1742 4.5432 0.2445 0.0 0.0 0.0
H 3.3815 5.0139 -1.2775 0.0 0.0 0.0
H 7.9516 4.8486 -5.5543 0.0 0.0 0.2
H 6.8151 4.8017 -6.8930 -0.1 0.0 0.0
H 7.1982 2.4223 -5.0195 0.1 0.1 0.0
H 8.1245 2.6238 -6.5195 0.0 0.0 0.0
H 6.3657 2.4415 -6.5693 0.0 0.0 0.0
H 6.4457 7.6367 -2.3400 0.0 -0.1 0.0
H 5.0692 8.3461 -3.1756 -0.1 -0.1 0.0
H 7.6208 7.2897 -4.5073 0.0 0.0 0.1
H 7.1489 8.9831 -4.3469 0.0 0.0 0.0
H 6.2136 7.8849 -5.3837 0.0 0.1 0.0
O -8.2364 -0.5038 1.7680 -0.7 -0.2 -1.5
P -8.4740 0.9434 1.7343 0.9 1.3 3.2
O -7.1374 1.7869 1.5334 -0.1 0.0 -0.5
C -6.3453 1.5773 0.3596 0.2 0.0 -0.2
C -6.9745 2.1462 -0.8974 -0.2 0.0 0.1
O -8.8495 1.4477 3.2081 -0.2 0.0 -0.2
C -8.9756 0.5386 4.3029 0.0 -0.2 0.3
C -7.6730 0.4106 5.0655 0.1 0.2 0.0
O -9.5376 1.7960 0.9386 -0.1 -1.0 -1.1
C -10.6954 1.1475 0.3557 -0.2 -0.2 -0.1
C -11.5835 0.5152 1.4054 0.1 0.0 0.2
H -6.1482 0.5066 0.2477 0.0 0.0 0.0
H -5.3934 2.0731 0.5508 0.0 0.0 0.1
H -7.8719 1.5936 -1.1789 0.0 0.0 0.0
H -6.2715 2.0907 -1.7292 0.0 0.0 0.0
H -7.2639 3.1853 -0.7437 0.1 0.0 0.0
H -9.3235 -0.4348 3.9564 0.1 0.0 -0.1
H -9.7513 0.9483 4.9506 0.0 0.1 -0.1
H -6.8441 0.2103 4.3854 -0.1 -0.1 0.0
H -7.7339 -0.3958 5.7973 0.0 0.0 0.0
H -7.4469 1.3375 5.5940 0.0 0.0 0.0
H -10.3636 0.4037 -0.3718 0.1 0.0 0.0
H -11.2296 1.9236 -0.1872 0.1 0.1 0.1
H -11.0767 -0.3132 1.9046 0.0 0.0 -0.1
H -12.4915 0.1265 0.9449 0.0 0.0 0.0
H -11.8540 1.2453 2.1681 -0.1 0.0 -0.1



Record 2
17
Properties=species:S:1:pos:R:3:forces:R:3 method="wB97M-V/def2-TZVPD" homo_ha=-0.31632 energy_ev=-9437.6218
C 1.9950 1.1187 -0.2030 0.3 0.0 0.0
O 0.6173 0.9494 0.0125 -0.1 0.1 0.1
C 0.1215 -0.3036 -0.4232 -0.2 -0.1 -0.1
C 0.4260 -1.4544 0.5637 0.3 0.0 -0.1
O -0.7969 -1.7316 1.2456 0.1 -0.1 0.2
C -1.3649 -0.4084 -0.4699 0.1 0.4 -0.4
C -2.1377 0.7776 -0.0940 0.0 -0.1 0.1
H 2.6030 0.4125 0.3832 -0.1 0.1 -0.1
H 2.2574 0.9971 -1.2663 -0.1 0.0 0.1
H 2.2500 2.1346 0.1083 0.0 -0.2 0.0
H 0.5073 -0.5162 -1.4374 0.0 0.0 0.1
H 1.1678 -1.1317 1.3041 -0.2 0.0 -0.1
H 0.8056 -2.3578 0.0626 -0.1 0.2 0.0
H -1.4314 -1.8038 0.4866 -0.1 -0.4 0.3
H -2.1958 1.2977 -1.0692 0.0 0.0 0.0
H -3.1680 0.5475 0.1961 0.2 0.0 -0.1
H -1.6563 1.4724 0.6005 0.0 0.0 -0.1



Record 3
87
Properties=species:S:1:pos:R:3:forces:R:3 method="wB97M-V/def2-TZVPD" charge=+2 homo_ha="-0.42034 / -0.42049" energy_ev=-170025.4763
Ru 0.9763 -0.4883 0.2747 0.6 -1.2 -1.4
F -0.4851 1.5800 6.7074 0.0 0.0 -0.1
C -0.4584 1.5477 5.3928 0.0 0.0 0.2
C -0.6902 2.7017 4.6621 0.0 0.1 0.1
F -0.9431 3.8353 5.2847 0.0 -0.1 -0.1
C -0.6621 2.6558 3.2744 -0.1 0.2 -0.1
F -0.9283 3.7774 2.6109 0.0 -0.1 0.0
C -0.3826 1.4818 2.5942 0.2 -0.1 0.0
P -0.4287 1.2987 0.7879 -0.4 1.0 0.0
C -2.2012 1.1937 0.4758 -0.1 -0.2 -0.1
C -3.0006 2.3344 0.5784 0.2 0.1 0.1
C -4.3810 2.2095 0.5424 0.0 -0.1 0.0
C -4.9634 0.9526 0.4284 0.0 0.0 0.0
C -4.1692 -0.1806 0.3231 0.1 -0.1 0.0
C -2.7878 -0.0620 0.3320 -0.1 0.0 0.1
C 0.3288 2.7625 0.0949 0.1 -0.1 0.0
C -0.1913 3.3861 -1.0373 0.0 0.0 -0.1
C 0.4854 4.4613 -1.5935 0.0 0.0 0.0
C 1.6743 4.9067 -1.0294 0.0 0.0 0.0
C 2.2026 4.2731 0.0882 0.0 0.0 0.0
C 1.5365 3.1964 0.6482 0.1 0.0 0.0
C -0.1581 0.3477 3.3570 0.0 0.0 0.1
Br 0.2028 -1.3104 2.4942 0.1 -0.3 -0.2
C -0.1957 0.3529 4.7317 0.0 -0.1 0.1
F 0.0203 -0.7509 5.4329 0.0 0.0 0.0
H -2.5520 3.3118 0.7087 0.0 0.0 0.0
H -5.0029 3.0909 0.6306 0.0 0.0 0.0
H -6.0422 0.8583 0.4314 0.0 0.0 0.0
H -4.6244 -1.1598 0.2414 0.0 0.0 -0.1
H -2.1679 -0.9464 0.2480 0.0 0.0 -0.1
H -1.1108 3.0345 -1.4850 0.0 -0.1 -0.1
H 0.0806 4.9565 -2.4666 0.0 0.0 0.0
H 2.1894 5.7558 -1.4595 0.0 0.0 0.0
H 3.1294 4.6203 0.5249 0.0 0.0 0.0
H 1.9529 2.7047 1.5215 0.0 0.0 0.0
C 3.8634 -3.2059 -0.1509 0.0 0.0 0.0
Si 3.9574 -1.8163 1.0734 0.1 -0.3 0.0
C 5.7358 -1.3336 1.3099 0.1 0.1 0.0
C 3.3427 -2.3110 2.7587 -0.1 0.0 0.0
N 2.8991 -0.5030 0.3312 -1.0 0.6 0.7
C 3.4597 0.4730 -0.5335 0.1 0.0 -0.3
C 4.7527 1.0004 -0.4559 0.1 0.1 0.2
C 5.1945 1.9419 -1.3737 -0.1 0.0 0.0
C 4.3745 2.3905 -2.4022 0.0 0.0 0.0
C 3.0803 1.8997 -2.5079 0.0 0.0 0.0
C 2.6978 0.9859 -1.5679 -0.2 -0.1 -0.1
F 1.3981 0.4818 -1.6063 -0.1 0.0 0.0
H 4.4300 -4.0629 0.2250 0.0 0.0 0.0
H 4.3109 -2.9133 -1.1038 0.0 0.0 0.0
H 2.8409 -3.5273 -0.3500 0.0 0.0 0.0
H 6.1941 -2.1831 1.8267 0.0 0.0 0.0
H 5.8840 -0.4598 1.9473 0.0 -0.1 0.0
H 6.2839 -1.1954 0.3779 0.0 0.0 0.0
H 4.1848 -2.7869 3.2682 0.0 0.0 -0.1
H 2.5357 -3.0418 2.7487 -0.1 0.0 0.0
H 3.0444 -1.4582 3.3679 0.0 0.0 0.1
H 5.4087 0.6889 0.3386 0.0 0.1 -0.1
H 6.1990 2.3318 -1.2831 0.0 0.0 0.0
H 4.7338 3.1217 -3.1127 0.0 0.0 0.0
H 2.3935 2.2177 -3.2805 0.0 0.0 0.0
C -4.4418 1.7526 -3.3051 0.1 -0.3 0.1
N -4.2750 0.3312 -3.0154 1.0 0.3 -0.1
C -5.2779 -0.5627 -2.9025 -0.4 -1.4 0.2
C -4.6932 -1.7984 -2.7502 -1.3 0.6 -0.1
N -3.3499 -1.6528 -2.7731 1.1 0.2 0.2
B -2.3887 -2.9094 -2.9088 -0.6 0.6 -0.5
N -1.9463 -3.5315 -1.5210 0.1 0.2 0.6
C -2.5748 -4.6267 -0.9744 0.1 0.3 -0.2
C -1.8645 -5.0410 0.0990 0.3 -0.1 0.0
N -0.7782 -4.2044 0.1974 0.0 0.1 0.3
C 0.3462 -4.4391 1.0916 0.0 -0.1 -0.1
C -0.8618 -3.2675 -0.7696 -0.3 -0.6 -0.1
S 0.3026 -2.0519 -1.2211 0.1 0.6 0.1
C -3.0654 -0.3215 -2.9387 -0.9 -0.4 0.1
S -1.5813 0.4148 -3.0515 1.0 0.5 0.2
H -5.4704 2.0248 -3.0859 0.0 0.0 0.0
H -4.2216 1.9441 -4.3529 0.0 0.0 0.0
H -3.7655 2.3286 -2.6813 0.0 0.0 0.0
H -6.3159 -0.2823 -2.9607 0.0 0.0 0.0
H -5.1605 -2.7642 -2.6648 0.0 0.0 0.0
H -1.4253 -2.6066 -3.5428 0.1 0.0 0.1
H -3.0814 -3.7504 -3.4153 0.2 -0.1 0.0
H -3.4571 -5.0435 -1.4268 0.0 0.0 0.0
H -2.0030 -5.8732 0.7675 0.0 0.0 0.0
H -0.0179 -4.6392 2.0964 0.0 0.0 0.0
H 0.9880 -3.5666 1.0787 0.1 0.1 0.0
H 0.9285 -5.2877 0.7352 0.0 0.0 0.0



Record 4
71
Properties=species:S:1:pos:R:3:forces:R:3 method="wB97M-V/def2-TZVPD" charge=-1 homo_ha=-0.16573 energy_ev=-81629.0601
Sr -0.1415 0.0578 -0.1826 -0.1 0.2 0.0
C -3.3296 -1.5381 -0.9645 0.0 0.0 0.0
N -2.3542 -1.5348 0.1177 0.1 0.1 0.0
C -1.7942 -2.8671 0.3374 0.0 0.0 0.0
C -0.8544 -3.3187 -0.7780 0.0 0.0 0.1
N 0.2404 -2.3578 -0.9020 -0.1 -0.3 -0.1
C 1.4928 -2.8740 -0.9963 0.1 0.1 0.1
C 2.5555 -2.2428 -0.3163 0.0 0.0 0.0
F 2.2573 -1.2154 0.5160 0.0 0.1 0.0
C 3.8718 -2.6293 -0.4075 0.0 0.0 0.0
F 4.8223 -1.9703 0.2697 0.0 0.0 0.0
C 4.2170 -3.7320 -1.1718 0.0 0.0 0.0
F 5.4986 -4.1302 -1.2656 0.0 0.0 0.0
C 3.2129 -4.4138 -1.8311 0.0 0.0 0.0
F 3.5259 -5.4754 -2.5912 0.0 0.0 0.0
C 1.8984 -3.9930 -1.7469 0.0 0.0 0.0
F 0.9831 -4.6552 -2.4886 0.0 0.0 0.0
C -2.9913 -0.9760 1.3169 0.0 0.0 0.0
C -2.1248 -0.9270 2.5666 0.0 0.0 0.0
N -0.8808 -0.2328 2.3008 0.0 0.0 0.0
C -0.1350 0.1536 3.3370 0.0 0.0 0.0
C -0.2608 -0.1303 4.7249 0.0 0.0 0.0
F -1.2284 -0.9683 5.1734 0.0 0.0 0.0
C 0.5908 0.3797 5.6876 0.0 0.0 0.0
F 0.3930 0.0500 6.9749 0.0 0.0 0.0
C 1.6489 1.2086 5.3660 0.0 0.0 0.0
F 2.4709 1.7027 6.3137 0.0 0.0 0.0
C 1.8356 1.5055 4.0266 0.0 0.0 0.0
F 2.8389 2.3149 3.6470 0.0 0.0 0.0
C 0.9837 0.9873 3.0860 0.0 0.0 0.0
F 1.2153 1.3268 1.7830 0.1 0.1 -0.1
H -4.1967 -2.1715 -0.7141 0.0 0.0 0.0
H -3.6791 -0.5192 -1.1361 0.0 0.0 0.0
H -2.8785 -1.9029 -1.8850 0.0 0.0 0.0
H -1.1999 -2.8322 1.2512 0.0 0.0 0.0
H -2.6013 -3.6087 0.4815 0.0 0.0 0.0
H -0.4917 -4.3122 -0.4893 0.0 0.0 0.0
H -1.4140 -3.4618 -1.7115 0.0 0.0 0.0
H -3.2933 0.0445 1.0617 0.0 0.0 0.0
H -3.9086 -1.5436 1.5556 0.0 0.0 0.0
H -2.7346 -0.4116 3.3204 0.0 0.0 0.0
H -1.9741 -1.9431 2.9545 0.0 0.0 0.0
C 1.9402 4.8613 1.2162 0.0 0.0 0.0
C 2.6608 3.8351 0.4287 0.0 0.0 0.0
N 3.9391 3.6286 0.4300 0.0 0.0 0.0
N 4.1041 2.5550 -0.4041 0.0 0.0 0.0
C 2.9568 2.0700 -0.9075 0.0 0.0 0.0
S 2.6909 0.7901 -1.9443 0.0 0.0 0.0
N 2.0281 2.9218 -0.3780 0.0 0.0 0.0
N 0.6715 2.7352 -0.5975 0.0 -0.1 0.0
H 2.6684 5.4987 1.7103 0.0 0.0 0.0
H 1.3167 4.3861 1.9758 0.0 0.0 0.0
H 1.2961 5.4655 0.5764 0.0 0.0 0.0
H 5.0114 2.1508 -0.5488 0.0 0.0 0.0
H 0.3859 3.1452 -1.4801 0.0 0.0 0.0
H 0.0766 3.1196 0.1343 0.0 0.0 0.0
C -2.7754 0.2177 -4.3323 -0.1 0.0 0.0
C -1.9745 0.6264 -3.1331 0.0 0.0 0.0
N -1.0432 -0.1182 -2.6683 0.0 0.0 0.0
O -0.8987 -1.3382 -3.3223 0.0 0.0 0.0
C -2.2494 1.8746 -2.4017 0.0 0.0 0.0
C -2.8302 3.0860 -3.0626 0.0 0.0 0.0
N -1.8844 1.9011 -1.1503 -0.1 0.0 0.0
O -2.0101 3.0257 -0.5034 0.0 0.0 0.0
H -3.1562 -0.7938 -4.1785 0.0 0.0 0.0
H -2.1497 0.1833 -5.2256 0.0 0.0 0.0
H -3.6109 0.8921 -4.5044 0.0 0.0 0.0
H -0.3228 -1.8110 -2.6762 0.0 0.0 0.0
H -2.9005 2.9681 -4.1436 0.0 0.0 0.0
H -2.2069 3.9551 -2.8362 0.0 0.0 0.0
H -3.8203 3.3257 -2.6644 0.0 0.0 0.0



ΔE to the lowest compared entry with this formula, charge and spin values, unit kcal per mole, following the record order: 0.0; 125.0; 108.9; 0.2.